A gas-phase ion, C4H8NS (charge +1) in a non-equilibrium geometry. Source: the Open Molecules 2025 dataset; level of theory: the ωB97M-V functional and the def2-TZVPD basis.

Bonds (Å) are listed after each position.
Element x y z (Å)
1 C 2.022 0.109 -0.074  C2 1.409, N5 1.425
2 C 0.815 0.813 0.099  C1 1.409, S6 1.620
3 C -2.601 -0.620 -0.890  C4 1.515, H7 1.048, H8 1.014, H9 1.115
4 C -1.815 0.090 0.193  C3 1.515, S6 1.923, H10 1.112, H11 0.995
5 N 3.266 0.142 0.621  C1 1.425, H12 1.012, H13 1.181, H14 1.038
6 S -0.583 1.415 -0.458  C2 1.620, C4 1.923
7 H -2.782 -0.026 -1.734  C3 1.048
8 H -2.176 -1.509 -1.131  C3 1.014
9 H -3.603 -0.806 -0.436  C3 1.115
10 H -1.084 -0.627 0.627  C4 1.112
11 H -2.373 0.608 0.834  C4 0.995
12 H 3.774 0.939 0.258  N5 1.012
13 H 3.903 -0.837 0.446  N5 1.181
14 H 3.238 0.308 1.646  N5 1.038

## Properties
HOMO-LUMO gap (spin up / spin down): 8.65 / 8.65 eV
Total charge: +1
Structure (SMILES): CCSC#C[NH3+]


A gas-phase ion, C4H8NS2 (charge +1) in a non-equilibrium geometry. Source: the Open Molecules 2025 dataset; level of theory: the ωB97M-V functional and the def2-TZVPD basis.

Bonds (Å) are listed after each position.
Element x y z (Å)
1 C -1.052 0.658 0.819  C2 1.322, C3 1.502, H8 1.017
2 C -1.602 0.557 -0.379  C1 1.322, N5 1.368, H9 1.064
3 C 0.177 -0.081 1.268  C1 1.502, C4 1.442, H10 1.140, H11 1.128
4 C 1.219 -0.277 0.292  C3 1.442, S6 1.830, S7 1.688
5 N -1.005 0.098 -1.522  C2 1.368, H12 1.028, H13 1.000
6 S 2.267 1.198 0.019  C4 1.830, H14 1.359
7 S 1.618 -1.688 -0.544  C4 1.688, H15 1.345
8 H -1.626 1.035 1.568  C1 1.017
9 H -2.541 1.001 -0.610  C2 1.064
10 H 0.606 0.509 2.144  C3 1.140
11 H -0.130 -1.115 1.595  C3 1.128
12 H -1.693 -0.339 -2.149  N5 1.028
13 H -0.056 0.218 -1.811  N5 1.000
14 H 3.010 0.614 -0.957  S6 1.359
15 H 0.806 -2.389 0.267  S7 1.345

## Properties
HOMO-LUMO gap: 6.43 eV
Total charge: +1


2 unconnected molecules or ions with the total composition C4H8O in a non-equilibrium geometry. Source: the Open Molecules 2025 dataset; level of theory: the ωB97M-V functional and the def2-TZVPD basis.

Bonds (Å) are listed after each position.
Element x y z (Å)
1 O 0.679 -0.295 -2.646  C2 1.203
2 C 1.780 0.033 -2.291  O1 1.203, H3 1.075, H4 1.142
3 H 2.020 1.052 -2.047  C2 1.075
4 H 2.549 -0.802 -2.171  C2 1.142
5 C -0.601 1.037 0.431  C6 1.515, H8 1.192, H9 1.141, H10 1.081
6 C -1.290 -0.147 1.076  C5 1.515, C7 1.382, H11 1.098
7 C -0.736 -1.291 1.617  C6 1.382, H12 1.119, H13 1.085
8 H 0.019 0.926 -0.581  C5 1.192
9 H 0.213 0.981 1.228  C5 1.141
10 H -1.106 1.970 0.635  C5 1.081
11 H -2.282 0.167 1.427  C6 1.098
12 H -1.537 -2.032 1.866  C7 1.119
13 H 0.292 -1.600 1.455  C7 1.085

## Properties
HOMO-LUMO gap (spin up / spin down): 3.12 / 6.88 eV
Multiplicity: 2
Total charge: -1